72
Properties=species:S:1:pos:R:3:forces:R:3 method="wB97M-V/def2-TZVPD" charge=+3 spin_multiplicity=5 homo_lumo_gap_ha="0.228 / 0.144" s_squared=6.019 homo_ev="-15.91 / -15.91" largest_force_ev_per_a=3.89
Os 1.240 -1.200 0.135 -0.990 0.015 1.279
C 2.737 1.306 1.430 -0.067 0.643 -0.108
C 2.829 1.897 0.019 0.096 0.006 0.640
N 1.972 1.149 -0.916 -0.278 -0.231 0.174
C 2.616 0.723 -2.163 -0.044 -0.131 -0.265
C 3.440 -0.522 -1.953 0.325 0.555 -0.332
C 4.705 -0.673 -2.512 -0.321 -0.175 0.102
C 5.410 -1.849 -2.301 -0.138 0.048 0.048
C 4.855 -2.830 -1.489 -0.390 0.140 0.034
C 3.608 -2.605 -0.931 0.521 -0.603 0.150
C 2.994 -3.570 0.056 0.232 -0.313 -0.493
N 2.432 -2.792 1.177 -0.822 0.255 -0.406
C 3.441 -2.323 2.155 0.294 0.718 0.541
C 3.124 -0.889 2.580 0.206 -0.352 0.357
N 3.081 -0.105 1.351 -0.494 -0.386 -0.335
N 2.901 -1.481 -1.179 -0.286 -0.083 0.182
H 1.725 1.385 1.833 -0.015 0.110 0.008
H 3.409 1.853 2.101 -0.043 -0.068 -0.008
H 3.867 1.847 -0.318 0.005 0.045 -0.035
H 2.545 2.951 0.062 0.048 -0.072 -0.126
H 1.175 1.728 -1.166 -0.077 -0.092 0.034
H 3.233 1.517 -2.603 -0.109 -0.143 0.095
H 1.824 0.487 -2.883 0.090 0.082 0.019
H 5.136 0.116 -3.107 -0.058 0.146 -0.074
H 6.391 -1.988 -2.731 0.075 0.002 -0.056
H 5.387 -3.745 -1.280 0.026 -0.071 0.059
H 3.739 -4.293 0.405 -0.147 0.092 -0.051
H 2.186 -4.128 -0.434 0.054 0.001 0.141
H 1.754 -3.364 1.684 0.005 0.068 -0.144
H 4.428 -2.338 1.683 -0.070 -0.099 -0.026
H 3.477 -2.976 3.027 -0.042 -0.101 -0.135
H 3.897 -0.526 3.266 -0.085 -0.035 -0.016
H 2.156 -0.820 3.084 0.071 -0.004 -0.006
H 3.984 -0.188 0.884 -0.110 -0.104 -0.114
C -4.865 4.638 -1.810 0.042 -0.123 0.546
C -3.964 4.473 -0.578 0.050 1.142 -0.820
N -3.658 3.092 -0.314 0.991 -1.311 -1.027
C -4.370 2.395 0.724 -0.409 0.041 0.785
C -5.885 2.556 0.689 0.173 -0.272 -0.137
C -2.589 2.573 -0.973 -1.187 0.750 1.277
O -1.778 3.258 -1.563 0.786 -0.037 -0.707
C -2.308 1.088 -1.049 0.359 -0.349 -0.205
C -3.028 0.216 -1.867 0.302 -0.024 0.273
C -2.446 -0.991 -2.229 0.327 0.001 0.126
C -1.161 -1.287 -1.798 -0.386 -0.555 -0.563
N -0.491 -0.483 -0.964 0.762 -0.316 0.202
C -1.065 0.661 -0.587 -0.478 0.654 0.229
H -4.992 5.695 -2.021 -0.062 0.107 -0.054
H -5.839 4.197 -1.623 -0.151 -0.012 -0.134
H -4.414 4.167 -2.679 0.068 -0.051 -0.118
H -4.436 4.912 0.300 0.148 0.006 0.069
H -3.026 4.990 -0.808 -0.193 -0.033 0.441
H -4.022 2.802 1.685 0.034 -0.220 -0.050
H -4.093 1.338 0.687 -0.036 -0.016 0.043
H -6.196 3.592 0.784 0.049 0.093 -0.008
H -6.303 2.016 1.532 -0.103 -0.067 0.090
H -6.309 2.149 -0.224 -0.092 -0.041 -0.129
H -4.003 0.478 -2.242 -0.176 0.130 -0.034
H -2.968 -1.690 -2.864 0.036 -0.041 -0.119
H -0.652 -2.180 -2.146 -0.075 0.002 0.096
H -0.523 1.285 0.110 0.062 0.051 -0.019
C -2.368 -1.614 2.296 0.641 0.136 -0.147
C -1.191 -2.289 1.579 -2.450 -1.768 -0.098
C -0.839 -3.622 2.262 0.204 0.584 -0.197
O -0.118 -1.437 1.492 3.258 1.783 -1.165
H -3.264 -2.212 2.168 -0.087 -0.094 -0.043
H -2.533 -0.626 1.874 -0.137 0.131 -0.015
H -2.164 -1.514 3.358 0.017 0.046 0.155
H -1.533 -2.527 0.548 0.184 0.099 0.283
H -0.409 -3.446 3.246 0.043 0.014 0.130
H -0.154 -4.207 1.650 0.075 -0.206 -0.057
H -1.747 -4.202 2.393 -0.050 -0.094 -0.035

65
Properties=species:S:1:pos:R:3:forces:R:3 method="wB97M-V/def2-TZVPD" e_above_lowest_kcal_mol=53.1 homo_lumo_gap_ha=0.332 smiles="Cc1cc(NC(=O)CCC(=O)N(c2ccc(F)cc2)[C@@H](C(=O)NC2CCCC2)c2ccc(C)o2)no1" homo_ev=-8.30 largest_force_ev_per_a=1.26
C 5.084 -0.955 -0.852 -0.166 0.001 -0.220
C 3.973 0.010 -1.025 -0.387 0.460 0.584
C 3.250 0.743 -0.129 0.271 -0.228 -0.412
C 2.317 1.428 -0.946 0.857 -0.626 -0.352
N 2.497 1.135 -2.213 -0.856 0.909 0.167
O 3.524 0.251 -2.266 0.597 -0.556 0.209
N 1.308 2.296 -0.583 -0.170 -0.061 -0.594
C 1.071 2.763 0.676 -0.192 0.473 -0.070
O 1.752 2.484 1.636 0.115 -0.025 0.154
C -0.164 3.643 0.778 -0.006 -0.129 0.181
C -1.247 2.859 1.537 0.011 0.111 -0.136
C -1.620 1.642 0.711 -0.076 0.289 0.328
O -2.245 1.759 -0.333 -0.218 0.226 -0.172
N -1.179 0.434 1.129 -0.013 -0.349 -0.082
C -0.458 0.175 2.321 0.276 0.091 0.571
C 0.811 -0.387 2.239 -0.168 0.172 0.163
C 1.504 -0.695 3.394 -0.047 -0.002 0.264
C 0.912 -0.440 4.617 -0.082 -0.002 -0.133
C -0.357 0.101 4.720 0.168 -0.012 0.143
C -1.047 0.401 3.560 0.187 -0.155 -0.198
H -2.050 0.798 3.613 -0.098 0.017 -0.012
H -0.792 0.272 5.691 -0.012 0.008 0.108
F 1.582 -0.744 5.748 -0.025 0.026 -0.069
H 2.490 -1.129 3.354 0.118 -0.056 0.022
H 1.241 -0.593 1.271 0.032 0.001 -0.113
C -1.466 -0.721 0.259 -0.284 -0.081 -0.030
C -1.371 -1.993 1.031 0.547 -0.415 -0.674
C -0.542 -3.069 0.956 -0.370 0.489 -0.167
C -0.940 -3.945 1.996 -0.485 0.179 0.321
C -1.981 -3.342 2.635 0.445 -0.740 0.134
O -2.254 -2.156 2.049 -0.287 0.251 0.014
C -2.799 -3.753 3.806 0.001 0.330 -0.209
H -2.648 -3.060 4.633 -0.019 0.000 0.105
H -3.858 -3.750 3.552 -0.084 -0.052 0.039
H -2.509 -4.751 4.122 0.012 -0.050 0.019
H -0.506 -4.894 2.234 0.036 -0.224 0.129
H 0.252 -3.212 0.254 0.165 0.084 -0.156
H -2.498 -0.584 -0.094 0.227 -0.054 0.036
C -0.505 -0.691 -0.950 -0.585 -0.083 0.151
O 0.639 -1.097 -0.884 0.426 -0.200 0.092
N -1.059 -0.159 -2.044 -0.239 0.096 -0.284
H -1.961 0.291 -1.958 0.130 -0.063 0.253
C -0.354 0.040 -3.293 0.240 -0.252 -0.026
C -1.049 -0.718 -4.440 -0.077 0.037 -0.020
H -0.297 -1.127 -5.113 0.036 -0.041 -0.063
C -1.870 0.344 -5.166 0.165 -0.051 -0.157
H -2.791 0.551 -4.620 -0.110 0.022 0.018
H -2.130 0.050 -6.181 -0.123 -0.003 -0.020
C -0.951 1.562 -5.122 -0.135 0.066 0.052
H -0.153 1.445 -5.856 0.031 0.022 -0.078
H -1.476 2.493 -5.329 0.047 0.061 -0.078
C -0.370 1.526 -3.706 0.077 0.025 -0.144
H 0.631 1.951 -3.660 -0.020 0.047 0.063
H -1.023 2.076 -3.025 -0.021 0.071 0.065
H -1.655 -1.541 -4.062 0.076 -0.086 0.002
H 0.663 -0.320 -3.129 -0.158 0.075 -0.027
H -0.865 2.589 2.518 -0.045 0.115 -0.067
H -2.137 3.482 1.643 0.016 -0.099 0.006
H 0.093 4.536 1.350 0.058 -0.046 -0.077
H -0.535 3.936 -0.204 -0.011 0.027 0.018
H 0.701 2.565 -1.345 -0.065 0.073 0.162
H 3.344 0.806 0.932 0.088 -0.029 0.217
H 5.815 -0.830 -1.648 0.102 -0.010 0.007
H 4.698 -1.973 -0.901 0.035 -0.076 0.008
H 5.559 -0.805 0.113 0.040 0.001 0.030

15
Properties=species:S:1:pos:R:3:forces:R:3 method="wB97M-V/def2-TZVPD" e_above_lowest_kcal_mol=8.7 homo_lumo_gap_ha=0.313 smiles=Brc1cnn2c1NCC2 homo_ev=-7.83 largest_force_ev_per_a=4.68
C -1.967 2.434 -0.022 -1.428 0.240 1.312
C -1.373 2.122 -1.196 3.113 -2.708 -1.825
C -0.447 1.016 -0.818 -2.402 2.579 -1.384
C 0.035 -0.396 0.903 3.509 3.085 -0.197
C 0.957 -0.743 -0.392 0.253 -0.948 3.198
N -1.560 1.694 1.011 -0.829 -0.007 0.661
N -0.671 0.855 0.478 2.105 -1.454 -0.804
N 0.381 0.072 -1.386 -0.479 1.647 -3.403
Br -1.686 2.841 -2.956 0.260 -0.469 1.077
H -2.849 3.060 0.054 0.429 0.295 0.390
H -0.631 -1.109 1.138 -2.438 -2.565 0.756
H 0.763 -0.242 1.759 -1.223 0.028 -0.776
H 1.973 -0.416 -0.026 -0.615 -0.483 -0.955
H 0.926 -1.885 -0.515 0.125 1.749 -0.359
H 0.759 0.340 -2.349 -0.381 -0.989 2.308

14
Properties=species:S:1:pos:R:3:forces:R:3 method="wB97M-V/def2-TZVPD" e_above_lowest_kcal_mol=100.7 homo_lumo_gap_ha=0.339 smiles=C1C[C@H]2OC[C@@H]12 homo_ev=-8.16 largest_force_ev_per_a=3.04
C -1.065 0.649 -0.221 -0.483 0.115 0.248
C 0.229 1.365 0.201 -0.109 0.189 -0.085
C 1.095 0.266 -0.426 -2.061 -1.125 -0.528
O 1.625 -0.625 0.538 0.125 -0.184 -0.106
C 0.392 -1.352 0.630 -0.331 -0.501 0.499
C -0.346 -0.653 -0.499 -0.297 -0.011 0.750
H -1.887 0.583 0.490 -0.193 0.267 0.084
H -1.434 1.084 -1.157 -0.031 -0.188 0.149
H 0.367 1.349 1.290 0.124 -0.048 -0.324
H 0.353 2.392 -0.145 0.070 -0.105 -0.032
H 0.944 -0.111 -1.430 2.461 1.247 -1.273
H -0.120 -1.237 1.591 0.249 -0.118 0.292
H 0.596 -2.407 0.440 -0.162 -0.027 0.084
H -0.750 -1.303 -1.303 0.639 0.490 0.243

16
Properties=species:S:1:pos:R:3:forces:R:3 method="wB97M-V/def2-TZVPD" e_above_lowest_kcal_mol=37.6 homo_lumo_gap_ha=0.368 smiles="N[C@@H](C=O)CCS" homo_ev=-9.40 largest_force_ev_per_a=1.21
O 1.947 2.552 0.465 -0.156 -0.079 -0.243
C 1.747 1.375 0.325 0.392 0.820 0.359
C 0.397 0.723 0.383 -0.887 -0.414 -0.608
C 0.225 -0.277 -0.778 0.112 -0.334 -0.410
C -0.998 -1.222 -0.700 0.550 0.536 0.366
S -2.425 -0.573 -1.627 -0.155 -0.149 0.067
N 0.261 0.214 1.736 0.463 -1.044 0.404
H 2.624 0.703 0.247 -0.102 -0.311 -0.120
H -0.401 1.447 0.255 0.160 0.536 0.043
H 0.053 0.301 -1.679 0.248 0.324 -0.228
H 1.157 -0.822 -0.974 -0.129 -0.215 0.327
H -1.266 -1.365 0.344 -0.296 -0.262 -0.088
H -0.774 -2.204 -1.108 0.020 0.029 -0.071
H -3.083 -0.003 -0.611 0.060 0.020 0.044
H 1.044 -0.407 1.959 0.128 0.332 0.004
H -0.507 -0.443 1.765 -0.411 0.210 0.154

21
Properties=species:S:1:pos:R:3:forces:R:3 method="wB97M-V/def2-TZVPD" e_above_lowest_kcal_mol=164.9 homo_lumo_gap_ha=0.171 homo_ev=-8.11 largest_force_ev_per_a=3.00
C -1.009 -0.987 1.067 -0.814 2.207 -0.896
C -1.952 0.139 0.549 0.022 -1.589 0.121
O -1.327 0.975 -0.297 1.138 0.632 -1.120
C -0.161 -1.622 -0.093 0.627 0.914 0.529
N -0.014 -0.796 -1.306 -0.626 1.282 1.646
C 1.271 -0.329 -1.567 -0.800 -2.473 -1.492
C 1.735 0.838 -0.571 0.179 2.008 0.482
S 2.279 0.339 0.973 -0.173 -0.150 -0.008
H -1.645 -1.545 1.751 0.557 -0.908 -0.228
H -0.334 -0.345 1.616 0.607 -0.550 0.600
H -2.790 -0.351 0.089 -1.013 -0.247 -0.425
H -2.301 0.639 1.446 -0.204 0.438 0.384
H 0.021 2.477 1.414 -0.083 -0.260 -0.257
H 0.831 -1.654 0.376 0.204 -0.757 -0.454
H -0.477 -2.593 -0.429 -0.164 -0.681 0.194
H -0.725 0.064 -1.218 -0.534 0.068 0.237
H 1.917 -1.210 -1.482 0.528 0.632 0.032
H 1.261 0.042 -2.600 0.371 0.338 0.365
H 0.867 1.518 -0.560 -0.124 -0.546 0.275
H 2.510 1.408 -1.093 0.272 -0.648 -0.273
H 0.043 2.993 1.934 0.032 0.289 0.286